1.
Molecular formula: C39H47As2ClCoO7SSb2
Method: DFT, wB97M-V/def2-TZVPD

Geometry as XYZ:
```
100
C39H47As2ClCoO7SSb2 wB97M-V/def2-TZVPD
H 3.41 3.71 -1.66
O 2.63 -1.97 -0.82
H 0.43 -2.51 1.34
C -7.02 -2.58 0.56
H -0.34 -2.91 2.87
H -2.67 1.72 2.35
H 2.71 0.97 6.73
H 1.72 2.67 2.26
H -8.07 -2.81 0.70
O 0.77 -0.47 -1.02
C -2.23 -1.42 -2.99
H -4.92 -2.17 4.39
H -6.39 -4.61 0.82
H -1.36 -3.84 0.60
C 6.11 -0.94 0.14
H 2.75 5.03 -0.68
C 6.07 2.82 1.45
C 3.09 4.00 -0.67
H -2.73 -4.44 -1.55
C 3.69 0.37 1.62
C -4.47 0.97 3.23
O -1.78 2.37 0.33
H 6.48 1.62 -0.79
O -1.46 1.63 -1.87
C -0.48 -2.37 1.92
O -3.55 1.35 -0.83
C 0.04 0.92 4.65
Sb 4.25 0.04 -0.43
H -2.28 -3.46 -5.69
C -2.58 -3.69 -2.33
H 0.56 -1.48 -3.61
H 2.30 -1.06 -3.43
C 0.85 1.30 5.71
C 4.10 3.81 0.38
C -3.08 -1.40 3.59
C 0.17 4.73 -0.95
Cl -2.43 2.23 -0.97
C 0.44 -0.10 3.79
H 6.59 3.53 3.39
H 6.91 2.13 1.40
H -0.91 4.66 -0.84
C -2.42 -2.35 -1.98
Sb 1.13 2.85 -0.43
H 4.31 -0.29 2.23
C 5.20 2.89 0.34
C -2.17 -1.81 -4.32
C -5.27 -0.99 0.11
H -2.62 -5.13 -3.91
C 5.47 2.01 -0.76
H -4.97 0.02 -0.10
H -2.48 -3.20 1.82
H 4.70 5.14 3.46
C 4.84 4.51 2.60
H 0.53 2.08 6.39
H -7.36 -0.50 0.24
H 3.17 5.34 1.55
C 2.47 -0.36 5.06
H 0.55 5.52 -0.31
O -2.84 3.49 -1.45
C -2.45 -0.32 2.99
C -4.73 -3.30 0.46
H 0.41 4.96 -1.99
C -2.52 -4.08 -3.65
C 3.97 4.61 1.53
S 1.30 -1.80 -1.41
H 5.17 2.36 -1.74
O 0.41 -2.90 -1.13
H 1.79 -2.78 -3.46
H 0.99 4.25 1.93
C 1.66 -0.73 4.00
Co -0.91 0.30 -0.06
As -0.66 -0.43 2.19
H 2.65 0.07 1.72
H 3.42 -0.85 5.22
H -2.09 -0.38 -2.74
H -2.53 -2.31 3.80
H -0.91 1.42 4.48
H 6.58 -0.34 0.91
H -6.15 -0.06 4.08
H -2.01 -1.06 -5.09
C -6.08 -3.59 0.63
C -3.15 0.87 2.82
C -2.32 -3.15 -4.66
C -6.62 -1.29 0.30
As -2.40 -1.63 -0.16
C -4.32 -2.00 0.19
C -4.42 -1.32 3.97
H 5.87 -1.93 0.52
H -0.03 2.79 2.00
H 6.78 -1.04 -0.71
H 1.97 -1.53 3.33
C 1.51 -1.77 -3.18
C 0.94 3.19 1.71
C -1.67 -2.95 1.14
C -5.11 -0.13 3.78
C 2.07 0.66 5.91
H -4.01 -4.11 0.52
H -5.00 1.90 3.11
H 3.82 1.40 1.94
C 5.90 3.60 2.56
```

Summary:
Frontier orbital gap (spin up / spin down) in hartree: 0.271 / 0.153
Multiplicity: 4
ΔE to the lowest compared entry with this formula, charge and spin in kJ/mol: 30.7
Energy in eV: -251265.268
LUMO level (spin up / spin down) in eV: 0.21 / -3.14
Maximum force in eV/Å: 1.47

Atomic partial charges in e from the Löwdin method, atoms 1 to 99: 0.043 -0.481 0.043 -0.096 0.074 0.079 0.099 -0.010 0.098 -0.482 -0.120 0.105 0.100 0.066 -0.300 0.050 -0.063 -0.290 0.098 -0.263 -0.075 -0.444 0.065 -0.401 -0.406 -0.339 -0.112 1.570 0.099 -0.098 0.050 0.058 -0.083 -0.256 -0.110 -0.299 0.639 -0.357 0.106 0.111 -0.022 -0.352 1.434 0.021 -0.303 -0.092 -0.096 0.101 -0.234 0.069 0.036 0.110 -0.055 0.103 0.103 0.114 -0.094 0.005 -0.287 -0.373 -0.123 0.012 -0.086 -0.057 0.377 0.055 -0.309 0.070 0.005 -0.140 -0.070 1.278 -0.016 0.102 0.071 0.100 0.095 0.002 0.103 0.106 -0.090 -0.120 -0.093 -0.082 1.346 -0.329 -0.078 0.008 -0.029 0.006 0.097 -0.113 -0.305 -0.395 -0.086 -0.094 0.090 0.107 0.005



2.
Molecular formula: C39H47CsN8O5SSe
Method: DFT, wB97M-V/def2-TZVPD

Geometry as XYZ:
```
102
C39H47CsN8O5SSe wB97M-V/def2-TZVPD
O 1.05 2.46 1.17
N 2.83 -1.65 -1.54
C -1.30 0.70 5.31
H -3.39 -2.74 -2.08
H -3.28 -0.08 4.74
C -4.63 0.13 -3.03
H -2.03 3.70 1.83
H -1.72 -4.45 -4.18
H 3.47 -1.21 1.62
H -4.21 -2.63 3.70
C -7.88 1.02 -0.43
H -3.48 1.48 0.80
H -3.73 -3.38 2.16
N -2.50 1.11 -1.54
C -1.38 -4.01 -2.10
H -4.87 2.17 -3.65
H 2.38 -1.67 -3.55
C 3.65 -0.57 -1.59
H -5.29 -1.75 0.27
H -8.46 2.26 2.00
C -1.39 2.92 1.39
H -7.02 3.09 1.43
C -1.67 -1.21 3.85
C -5.39 -2.71 -2.38
C 0.08 0.50 5.18
C -2.83 -0.18 -1.50
H -1.67 1.51 5.92
C -4.30 1.47 -3.05
N -4.17 -2.10 -2.11
C 1.14 2.84 -1.29
H -4.18 -1.68 2.22
H 1.76 3.40 -2.00
H -1.55 2.92 0.30
C -6.24 0.03 0.99
H 1.31 1.81 -3.71
H 5.12 1.35 -0.70
H 0.23 4.32 1.49
H -8.19 0.04 -2.32
O -1.75 1.67 1.94
C 1.79 2.97 0.08
H -6.90 1.90 2.72
C -3.13 1.39 1.83
C -7.40 2.13 1.78
H 0.13 3.27 -1.30
H -5.70 0.02 1.93
C 2.66 -2.08 -0.23
C 0.02 -2.47 2.98
N -1.44 -3.88 1.53
H 0.14 3.15 2.84
C -1.07 -3.52 0.33
C 0.04 3.27 1.76
C -2.63 -5.91 -2.90
C -2.84 -6.30 -1.59
C -2.23 -2.15 3.02
H -3.72 2.07 2.46
H -3.05 -6.48 -3.72
N -0.29 -1.41 3.78
C -7.64 0.03 -1.38
H 2.65 -3.27 -2.84
H 2.00 -2.87 0.06
H 5.82 0.26 0.52
C 4.90 0.71 0.15
C -1.60 -4.39 -0.78
C -6.71 -0.96 -1.14
S 1.57 -3.14 2.77
H 1.15 -2.41 -2.47
H 2.04 4.02 0.26
N -6.52 -1.97 -2.12
Cs -0.08 -0.12 0.55
O -5.46 -3.84 -2.81
C -3.65 -2.47 2.76
H -3.26 0.37 2.19
N -1.17 -2.90 2.49
N 3.99 -0.32 -0.30
H -2.50 -5.84 0.50
H 2.72 2.40 0.05
H -2.96 2.97 -2.29
H -5.46 -0.25 -3.61
H -2.24 -0.85 -0.87
H 4.43 1.28 0.95
C -3.23 1.92 -2.29
O 1.10 1.48 -1.67
O -0.37 -2.52 -0.01
H 0.65 0.24 -3.21
C -3.90 -0.73 -2.22
H -7.35 -2.42 -2.47
H -0.80 -3.11 -2.29
H -0.38 1.69 -3.10
Se 4.27 0.32 -3.10
C 3.38 -1.24 0.54
C -2.20 -0.18 4.66
H -8.62 1.78 -0.64
C 2.21 -2.29 -2.68
H 0.78 1.15 5.68
C -7.18 1.04 0.77
C -1.89 -4.76 -3.16
H 1.65 -0.82 4.35
C 0.64 1.31 -3.00
C 0.62 -0.55 4.44
H -3.42 -7.19 -1.38
C -6.01 -0.97 0.06
C -2.33 -5.55 -0.54
```

Summary:
Frontier orbital gap (spin up / spin down) in hartree: 0.093 / 0.161
Net charge: -1
Multiplicity: 2
ΔE to the lowest compared entry with this formula, charge and spin in kJ/mol: 0.0
Energy in eV: -140094.415
LUMO level (spin up / spin down) in eV: 1.53 / 1.51
Maximum force in eV/Å: 1.52

Atomic partial charges in e from the Löwdin method, atoms 1 to 99: -0.272 -0.111 -0.171 0.123 0.077 -0.010 0.131 0.100 0.096 0.080 -0.048 0.072 0.069 0.056 -0.069 0.105 0.039 -0.737 0.113 0.076 -0.230 0.080 -0.215 -0.524 -0.167 -0.096 0.069 -0.048 0.164 -0.212 0.032 0.133 0.103 -0.032 0.078 0.034 0.127 0.112 -0.345 -0.182 0.075 -0.114 -0.052 0.123 0.102 -0.113 -0.793 0.123 0.134 -0.506 -0.171 -0.103 -0.083 -0.220 0.099 0.098 -0.040 -0.032 0.100 0.069 0.095 -0.049 -0.136 -0.264 0.546 0.068 0.129 0.123 1.431 0.078 -0.030 0.060 -0.086 -0.127 0.106 0.110 0.106 0.120 0.048 0.087 -0.161 -0.323 -0.423 0.083 -0.211 0.149 0.087 0.072 0.525 -0.087 -0.104 0.111 -0.027 0.081 -0.276 -0.094 0.053 -0.115 -0.117



3.
Molecular formula: C39H47HfN11O5S
Method: DFT, wB97M-V/def2-TZVPD

Geometry as XYZ:
```
104
C39H47HfN11O5S wB97M-V/def2-TZVPD
Hf -0.01 -0.54 -0.74
C -0.74 -3.98 -1.70
C -3.02 0.55 -0.99
C 4.09 3.55 1.77
H -2.59 -5.73 -3.82
C 0.27 -0.60 -4.19
C -1.05 1.16 -3.59
H 0.32 -1.18 -6.24
O 1.39 -3.53 1.61
H 0.71 1.65 3.85
C 4.79 3.63 2.96
C 3.08 2.37 4.09
N -2.70 -3.65 -3.68
H -0.65 5.66 -0.37
H -4.55 -4.47 -3.14
C -3.89 -3.67 -2.83
H 1.88 -2.84 3.81
O 0.14 -2.05 0.51
H -1.06 -4.87 -4.11
C 2.35 0.05 1.11
H 2.41 -1.50 4.87
C 1.20 -2.79 0.68
C -1.84 -2.56 -3.28
C 2.24 -2.76 -0.47
H 5.74 4.15 3.00
N 1.97 -1.71 -1.48
H 4.19 1.26 6.25
C -4.23 3.06 3.19
O 2.50 1.74 5.15
H 4.07 -1.87 3.33
C -4.17 1.21 -0.60
C 4.29 3.06 4.12
N 1.03 0.52 0.87
H -0.95 -2.59 -3.91
C 3.87 -1.25 2.47
C -2.66 -2.75 -1.03
H -1.25 1.66 2.85
H -3.32 2.81 -3.17
N -1.58 -5.07 -2.11
S 1.17 2.08 -1.61
H -4.42 -2.72 -2.94
C 3.21 1.72 6.37
N -0.87 3.81 -1.28
H 0.68 -1.84 4.65
C 4.66 -0.20 0.46
C 4.89 -0.98 1.58
H 4.49 4.00 0.87
C -0.12 -0.52 -5.51
C 2.37 2.29 2.88
C -1.86 0.48 -0.18
H -0.46 -4.11 -0.65
H -5.11 2.42 3.25
H -1.45 0.50 -6.88
H -3.97 3.40 4.19
H -2.75 4.83 -1.46
N -0.21 0.18 -3.21
H 3.24 -2.65 -0.01
C -2.14 4.00 -1.76
C -0.37 2.68 -1.81
C -2.42 3.00 -2.62
N -3.51 -3.84 -1.43
H -2.52 -5.26 -0.24
H 3.32 2.73 6.79
C -1.96 1.12 1.06
N -1.32 2.16 -2.66
H 5.87 -1.37 1.77
N -1.41 -2.63 -1.85
H -2.37 -1.62 -3.44
N -0.92 1.21 2.00
H -0.13 4.28 0.63
N 1.09 1.70 2.91
C -0.16 4.69 -0.38
C -2.79 -5.10 -1.29
C -4.24 1.83 0.64
H -4.44 3.93 2.56
C -1.97 -4.90 -3.50
H 2.21 -3.75 -0.93
H -2.37 -2.88 0.02
H 5.46 0.03 -0.23
H -5.03 1.24 -1.24
H 4.84 3.16 5.04
O -3.09 2.36 2.72
O 1.53 -0.94 3.08
C 0.43 1.11 1.89
H 2.60 1.12 7.05
C 1.65 -1.84 4.17
H 2.30 2.86 0.82
H 1.01 -1.33 -3.90
C 3.39 0.31 0.23
H -5.15 2.35 0.93
H -2.20 2.09 -5.14
H 3.22 0.98 -0.60
C -3.15 1.79 1.49
H 0.17 -3.99 -2.32
C 2.59 -0.75 2.26
H -3.25 -1.83 -1.12
C -1.53 1.29 -4.89
H 2.14 -2.12 -2.40
H 2.69 -0.99 -1.37
C -1.08 0.42 -5.87
H 0.86 4.83 -0.73
H -3.02 0.09 -1.98
C 2.87 2.90 1.73
H -3.43 -5.92 -1.62
```

Summary:
Frontier orbital gap in hartree: 0.253
Net charge: +2
Multiplicity: 1
ΔE to the lowest compared entry with this formula, charge and spin in kJ/mol: 150.1
Energy in eV: -79966.655
LUMO level in eV: -5.47
Maximum force in eV/Å: 2.43

Atomic partial charges in e from the Löwdin method, atoms 1 to 99: 1.742 -0.170 -0.183 -0.068 0.139 -0.153 -0.279 0.126 0.125 0.165 -0.061 -0.210 -0.080 0.107 0.138 -0.147 0.091 -0.171 0.133 -0.253 0.098 -0.618 -0.198 -0.105 0.114 -0.024 0.102 -0.045 -0.092 0.123 -0.075 -0.001 -0.054 0.103 0.022 -0.173 0.152 0.137 -0.079 0.781 0.134 -0.057 -0.090 0.107 -0.060 -0.044 0.110 -0.022 -0.162 -0.221 0.121 0.106 0.130 0.103 0.141 -0.004 0.126 -0.003 -0.685 -0.030 -0.080 0.140 0.104 -0.171 -0.018 0.119 -0.106 0.120 0.173 0.099 0.165 -0.003 -0.141 0.005 0.103 -0.150 0.133 0.134 0.117 0.116 0.113 -0.096 -0.087 -0.329 0.099 -0.031 0.063 0.098 -0.105 0.117 0.125 0.055 -0.208 0.126 -0.234 0.098 0.042 0.095 0.067



4.
Molecular formula: C39H48BBrFN6O5PSi
Method: DFT, wB97M-V/def2-TZVPD

Geometry as XYZ:
```
103
C39H48BBrFN6O5PSi wB97M-V/def2-TZVPD
H -2.72 -6.87 0.35
C -1.22 -3.69 0.50
H 2.28 -1.37 5.17
Br -1.82 2.80 2.65
H 3.92 2.42 -4.51
H -2.77 -1.29 -6.39
H -1.49 -2.57 -6.75
H 2.86 -1.48 7.59
C -4.31 -6.75 3.17
H -2.16 -2.38 -5.09
C 5.11 -2.93 4.90
C 2.14 -0.09 -0.93
H 0.62 3.93 -2.63
H 2.02 0.43 1.96
C 0.53 10.79 -0.78
H -0.76 1.25 -6.51
H 1.52 0.76 -0.55
C 1.59 -0.61 2.03
H -1.89 0.13 4.42
H -0.35 -1.12 -4.55
C 3.46 3.28 -4.04
O -2.83 0.38 4.35
H -1.25 -4.26 -0.46
P -3.24 1.01 2.86
O -4.24 2.46 0.37
C -2.21 -1.46 1.55
H 0.19 -1.05 -6.25
C -3.37 1.88 -0.22
H -1.73 -4.31 1.28
H 0.50 -0.48 2.24
H 4.46 -1.65 -0.11
C -1.81 -2.25 0.37
C 3.48 5.56 -3.35
C 4.71 -2.52 7.21
H 0.38 -3.10 1.87
F -2.37 3.89 -1.49
H 5.13 4.59 -4.35
O -0.91 -2.08 3.77
H 4.06 -2.28 1.58
H -1.67 -2.29 -1.89
C -2.86 0.45 0.09
C -1.85 -1.81 -6.02
C -1.09 0.70 -5.58
C -4.83 -8.03 3.28
C -1.95 -1.70 -0.99
C -3.80 -8.53 1.19
H -5.42 -8.31 4.14
C 1.62 4.12 -3.00
C -2.67 0.29 -2.50
N -3.57 -6.34 2.14
H 6.45 -3.54 6.46
H -3.57 -9.21 0.38
H 3.66 -3.32 0.10
N 1.90 8.39 -1.08
C 4.13 4.49 -3.95
Si 2.02 -1.48 0.41
C 3.52 -1.90 6.85
C 2.36 9.52 -1.62
C 0.34 -3.48 0.82
H 3.19 0.30 -1.02
H 3.97 6.52 -3.26
H 0.28 2.09 -4.57
H 1.66 6.18 -2.38
C -2.32 1.82 -2.55
H -0.22 0.75 -3.49
H 2.13 -1.09 2.89
C -4.57 -8.94 2.27
H 5.00 -2.59 8.25
H -4.50 -6.01 3.94
C 5.52 -3.05 6.22
H 3.28 9.43 -2.18
C -2.49 -0.36 -1.08
C 0.76 8.46 -0.39
B -2.06 -2.18 2.97
H 1.72 -0.44 -1.90
C 0.04 9.63 -0.21
N -1.65 2.36 -3.69
H -3.97 -2.34 3.63
C 2.20 5.37 -2.86
C -0.69 -0.82 -5.58
C -3.33 -7.23 1.17
H -2.30 2.72 -4.40
H -0.88 9.63 0.36
C -2.68 2.55 -1.46
H 0.92 -4.43 0.75
C 3.20 -1.84 5.50
C 3.76 -2.28 0.50
C -0.62 1.46 -4.26
N 3.97 -2.34 4.53
H 0.00 11.73 -0.66
C 1.71 10.74 -1.50
H -4.95 -9.95 2.32
H 0.42 7.52 0.04
O -3.08 -0.34 -3.44
H 5.71 -3.33 4.09
H -1.00 -2.82 4.41
H -3.40 -3.74 2.86
H -2.22 0.77 -5.58
H 2.13 11.63 -1.95
O 0.83 -2.57 -0.18
N 2.22 3.08 -3.58
N -3.19 -2.98 3.52
C -2.72 -0.09 1.47
```

Summary:
Structure (SMILES): CCCCNC1=C(F)C(=O)c2c(cc(CCO[Si](C)(C)C)c(B(N)O)c2P(O)Br)C1=O.c1ccncc1.c1ccncc1.c1ccncc1.c1ccncc1
Frontier orbital gap in hartree: 0.289
Multiplicity: 1
Energy in eV: -151003.907
LUMO level in eV: -0.67
Maximum force in eV/Å: 3.40

Atomic partial charges in e from the Löwdin method, atoms 1 to 99: 0.100 -0.094 0.093 0.271 0.101 0.070 0.062 0.102 -0.149 0.061 -0.151 -0.175 0.096 0.053 -0.082 0.106 0.029 -0.153 0.044 0.090 -0.155 -0.376 0.120 0.649 0.071 -0.041 0.101 -0.317 0.098 0.024 0.029 -0.121 -0.079 -0.082 0.099 0.057 0.098 0.097 0.015 0.133 -0.074 -0.125 -0.181 -0.070 0.071 -0.070 0.103 -0.141 -0.255 0.048 0.101 0.103 0.037 0.050 -0.079 0.482 -0.071 -0.152 -0.236 0.033 0.101 0.094 0.076 -0.114 0.114 0.011 -0.078 0.106 0.102 -0.074 0.101 -0.037 -0.149 -0.591 0.024 -0.071 0.010 0.078 -0.065 -0.246 -0.150 0.132 0.103 -0.086 0.127 -0.152 -0.165 -0.198 0.055 0.105 -0.075 0.107 0.106 0.123 0.103 0.115 0.049 0.092 0.101